19
Properties=species:S:1:pos:R:3:forces:R:3 method="wB97M-V/def2-TZVPD" lumo_energy_ha=0.0353 e_tot_ha=-708.90202 e_homo_ev=-7.85 e_above_lowest_kj_mol=330.6 smiles="C=C[C@]12CC[C@H]1C=CS2" fmax_ev_per_a=3.97
C 1.6630 -1.8472 0.5655 -0.597 -0.111 1.579
C 0.3971 -1.9886 0.2401 -1.224 -0.346 -1.475
C -0.3436 -0.7893 -0.2048 -1.272 2.343 0.347
C 0.5055 0.2612 -0.9810 -0.628 1.437 -0.843
C 0.3420 1.3149 0.1438 0.758 2.107 -0.664
C -0.5201 0.4031 1.0084 0.721 -1.970 -2.504
C -1.8832 0.9159 0.8827 -1.245 -3.274 -1.863
C -2.6857 0.3414 -0.0478 1.561 0.300 1.596
S -2.0230 -0.9701 -0.9437 0.817 -1.118 -0.100
H 2.0893 -2.6081 1.1345 1.167 -1.591 0.247
H 2.0678 -0.8960 0.8155 0.457 0.821 -0.524
H -0.1352 -2.9576 0.1737 0.521 0.564 0.347
H 0.2506 0.6292 -2.0547 -0.057 -0.942 1.929
H 1.5026 -0.0654 -1.0044 1.378 -0.506 -0.313
H 1.2961 1.8515 0.5314 -1.554 -1.105 -0.458
H -0.4063 2.0851 -0.1764 1.299 -0.086 0.033
H -0.1202 0.0131 1.9195 -0.106 0.137 0.854
H -2.1410 1.7219 1.4275 -1.185 2.590 1.878
H -3.7104 0.5023 -0.2518 -0.812 0.749 -0.067

=====

44
Properties=species:S:1:pos:R:3:forces:R:3 method="wB97M-V/def2-TZVPD" lumo_energy_ha=-0.0380 e_tot_ha=-1212.72446 e_homo_ev=-8.55 e_above_lowest_kj_mol=445.5 smiles="O=c1cc(N2CCNCC2)n(Cc2ccc([N+](=O)[O-])cc2)c2ccnn12" fmax_ev_per_a=5.45
O -3.9782 -0.6601 2.6798 3.039 -1.466 -1.567
C -2.8886 -0.9587 2.0992 -4.466 2.327 2.088
C -1.8443 0.0297 1.9966 1.773 -1.337 -1.151
C -0.6487 -0.2268 1.3392 -1.746 0.674 1.384
N 0.3941 0.7105 1.4087 1.009 0.401 -0.906
C 1.3616 0.5353 2.5192 -0.143 1.040 0.398
C 2.6104 1.4168 2.2781 -1.006 0.486 -0.020
N 2.2424 2.8139 2.0722 -0.346 1.403 0.091
C 1.2994 3.0282 0.9474 -0.075 -1.160 0.817
C 0.0510 2.1382 1.1750 0.325 0.279 0.157
N -0.4696 -1.4203 0.6655 -0.140 -0.932 0.206
C 0.6975 -1.6667 -0.2495 -0.503 -0.366 0.483
C 0.4962 -0.8899 -1.5275 1.038 1.453 0.275
C -0.6270 -1.0447 -2.3336 0.374 0.564 -0.603
C -0.8000 -0.2567 -3.4962 0.775 0.724 0.438
C 0.1552 0.7415 -3.8561 0.357 -2.660 3.539
N 0.0419 1.5691 -4.9946 0.851 1.369 -1.209
O -0.9276 1.4453 -5.6933 -1.086 -0.368 -0.406
O 0.9407 2.3707 -5.2417 -0.174 -0.465 0.560
C 1.2541 0.8774 -2.9677 -0.615 0.601 -0.561
C 1.4282 0.1455 -1.8206 -1.538 -1.658 -0.618
C -1.4923 -2.4084 0.7818 0.680 0.579 0.082
C -1.5466 -3.6868 0.3172 -0.618 -1.234 -0.159
C -2.8181 -4.2242 0.8221 1.648 0.977 -0.703
N -3.4633 -3.3110 1.5131 0.075 0.429 0.113
N -2.6624 -2.1814 1.4970 1.142 -1.169 -0.852
H -1.9861 0.9453 2.5357 -0.058 0.108 0.108
H 0.9108 0.8941 3.4844 0.128 -0.471 -0.606
H 1.6481 -0.5190 2.6151 -0.123 0.222 -0.052
H 3.0819 1.0999 1.3881 0.866 -1.029 -1.164
H 3.3155 1.3432 3.1031 -0.114 -0.049 0.118
H 3.0631 3.4430 1.9892 -0.806 -0.856 0.102
H 1.7576 2.7954 -0.0052 0.201 -0.270 -0.531
H 0.9286 4.0560 0.8746 0.316 -0.063 0.365
H -0.6117 2.2567 0.3047 0.151 -0.385 0.303
H -0.4400 2.5938 2.0489 -0.158 -0.312 -0.017
H 0.6982 -2.7404 -0.5177 0.022 0.510 0.517
H 1.6703 -1.4296 0.2670 -1.131 -0.101 -0.570
H -1.3922 -1.7628 -2.0431 0.104 0.113 -0.223
H -1.7181 -0.3813 -4.0322 -0.158 0.038 -0.514
H 1.9654 1.6510 -3.0852 0.510 0.744 -0.747
H 2.2847 0.3247 -1.1977 0.096 0.028 0.242
H -0.7994 -4.2023 -0.2938 -0.497 0.209 0.386
H -3.1828 -5.2539 0.6329 0.019 1.072 0.408

=====

105
Properties=species:S:1:pos:R:3:forces:R:3 method="wB97M-V/def2-TZVPD" lumo_energy_ha="-0.1087 / -0.1432" e_tot_ha=-4772.68033 e_homo_ev="-11.18 / -11.18" e_above_lowest_kj_mol=0.4 multiplicity=6 charge=+1 fmax_ev_per_a=0.14
Fe 0.1418 0.6538 0.9294 0.017 0.112 -0.031
C 2.8650 2.2075 3.2699 -0.011 0.023 0.002
C 3.0465 0.8120 2.6991 0.038 0.020 0.011
C 3.7558 -0.1088 3.6819 -0.001 0.008 -0.008
C 3.8183 0.8529 1.3937 0.001 -0.002 0.006
O 1.6974 0.2593 2.4054 0.053 -0.064 -0.028
Si 0.7153 -0.5029 3.5517 -0.127 -0.044 0.043
S -1.1058 -0.3989 2.4978 -0.012 -0.063 0.055
O 0.7858 0.4004 4.8823 -0.058 0.104 -0.026
C 0.2727 0.1899 6.2233 0.045 -0.060 0.026
C -0.0059 1.5762 6.7780 0.006 -0.006 -0.005
C -1.0015 -0.6413 6.1760 -0.006 0.042 -0.009
C 1.3601 -0.5194 7.0159 -0.012 -0.022 0.010
O 1.2245 -1.9921 3.9117 0.054 -0.008 -0.020
C 1.2489 -3.2581 3.2174 -0.016 -0.003 0.004
C 1.4504 -3.0406 1.7209 -0.033 0.014 -0.004
C -0.0671 -3.9671 3.4995 0.010 0.017 -0.004
C 2.4184 -4.0298 3.8062 0.001 -0.019 -0.005
H 3.8442 2.6454 3.4677 0.008 0.010 0.001
H 2.3014 2.1724 4.2005 0.008 0.006 -0.011
H 2.3396 2.8477 2.5590 0.009 -0.018 0.008
H 4.7503 0.2931 3.8773 0.001 0.000 -0.001
H 3.8664 -1.1115 3.2688 -0.004 -0.010 -0.004
H 3.2275 -0.1748 4.6318 0.002 0.000 0.001
H 4.8508 1.1336 1.6029 -0.001 0.001 0.007
H 3.4071 1.5952 0.7126 -0.014 0.009 -0.002
H 3.8234 -0.1262 0.9127 0.009 -0.006 -0.001
H -0.7668 2.0769 6.1787 0.001 0.006 -0.001
H 0.9029 2.1787 6.7650 0.003 0.002 0.003
H -0.3615 1.5084 7.8064 0.000 -0.002 0.004
H -1.7648 -0.1448 5.5755 0.004 -0.004 -0.013
H -1.3941 -0.7713 7.1847 0.005 -0.016 0.005
H -0.8072 -1.6314 5.7586 -0.003 -0.016 -0.003
H 2.2706 0.0814 7.0318 0.002 0.003 0.003
H 1.5834 -1.4879 6.5657 0.008 0.009 0.004
H 1.0375 -0.6811 8.0450 -0.003 0.008 0.005
H 0.6041 -2.4884 1.3015 0.007 -0.031 -0.008
H 1.5097 -4.0037 1.2115 -0.002 0.002 0.000
H 2.3752 -2.4892 1.5351 0.021 0.009 0.019
H -0.9055 -3.3823 3.1212 -0.026 0.005 -0.019
H -0.1904 -4.1053 4.5742 0.001 -0.002 0.001
H -0.0836 -4.9469 3.0208 0.004 -0.008 -0.004
H 3.3603 -3.5155 3.6110 0.000 0.009 0.000
H 2.4714 -5.0278 3.3696 0.003 -0.002 0.001
H 2.2955 -4.1289 4.8845 0.000 -0.001 0.004
S 1.3469 4.4673 -0.9268 -0.011 -0.002 -0.009
C 0.3677 4.9536 0.3866 0.016 -0.005 0.009
C -0.0747 3.8969 1.1278 -0.005 0.002 -0.010
C 0.3775 2.6442 0.6341 0.006 0.011 -0.052
C 1.1613 2.8098 -0.4886 -0.014 0.004 0.036
C 1.7599 1.6986 -1.2255 0.032 -0.023 -0.005
C 2.5704 1.8388 -2.3482 -0.023 0.009 0.009
C 3.1133 0.7108 -2.9333 0.005 -0.008 -0.010
C 2.8463 -0.5416 -2.3928 -0.005 0.009 -0.002
C 2.0288 -0.6092 -1.2840 -0.012 -0.003 -0.028
N 1.4929 0.4753 -0.7215 0.012 -0.013 0.014
H 0.1752 6.0029 0.5468 0.000 0.007 0.005
H -0.7017 4.0152 1.9997 -0.007 0.002 0.003
H 2.7779 2.8244 -2.7425 -0.001 0.000 -0.004
H 3.7510 0.8058 -3.8022 0.001 0.000 -0.001
H 3.2653 -1.4432 -2.8152 0.000 -0.002 -0.001
H 1.7968 -1.5556 -0.8133 -0.018 -0.025 0.014
C -1.7062 1.2098 -6.8492 -0.012 0.002 -0.006
C -1.8627 1.8100 -5.4437 0.005 -0.005 0.013
C -1.9930 3.3301 -5.6233 -0.001 -0.013 0.008
C -0.5763 1.5699 -4.6329 -0.018 -0.006 0.007
C -3.1391 1.2226 -4.7509 0.002 0.011 -0.032
O -4.2983 1.8483 -5.3205 0.000 0.033 0.027
C -3.3629 -0.2963 -4.9559 -0.016 -0.018 -0.012
C -2.2439 -1.3519 -4.8467 0.014 -0.005 -0.010
C -2.1382 -2.0961 -3.5406 -0.005 -0.020 0.002
C -0.9371 -2.1775 -2.8492 0.013 -0.012 -0.012
C -0.8313 -2.9246 -1.6823 -0.003 0.022 0.009
C -1.9433 -3.5881 -1.1998 -0.014 0.015 -0.002
Cl -1.8241 -4.4963 0.2745 0.011 -0.014 0.036
C -3.1531 -3.5316 -1.8750 -0.001 -0.012 0.000
C -3.2374 -2.7911 -3.0390 0.009 -0.016 -0.006
C -3.3433 1.6844 -3.2894 -0.011 -0.014 0.001
N -2.6967 0.9569 -2.2024 0.032 -0.024 -0.007
C -1.5833 1.2612 -1.5527 -0.004 -0.016 -0.027
N -1.4413 0.4613 -0.5059 -0.052 0.059 0.011
C -2.5589 -0.3243 -0.5505 0.065 -0.052 -0.108
N -3.3376 -0.0523 -1.5634 -0.062 0.073 0.070
H -0.8906 1.7163 -7.3671 0.000 0.004 0.000
H -2.6014 1.3597 -7.4579 -0.001 -0.002 -0.006
H -1.4817 0.1451 -6.8425 0.000 0.003 -0.009
H -1.0599 3.7161 -6.0385 0.005 0.000 -0.001
H -2.1657 3.8500 -4.6801 -0.009 0.002 0.014
H -2.8001 3.5972 -6.3018 -0.003 -0.001 -0.002
H 0.2892 1.6334 -5.2955 0.002 0.004 -0.004
H -0.5371 0.6054 -4.1272 0.003 0.000 0.012
H -0.4469 2.3521 -3.8825 -0.002 0.009 0.038
H -4.3167 1.6739 -6.2679 0.003 -0.001 0.010
H -3.7581 -0.3667 -5.9712 0.000 -0.004 0.000
H -4.1955 -0.5793 -4.3073 0.005 0.002 -0.005
H -1.2697 -0.9450 -5.1068 -0.015 -0.009 0.016
H -2.4533 -2.0982 -5.6184 0.008 -0.003 0.005
H -0.0603 -1.6684 -3.2368 0.009 0.003 0.008
H 0.1062 -3.0134 -1.1512 0.033 0.013 0.007
H -4.0108 -4.0668 -1.4918 -0.005 -0.001 0.001
H -4.1815 -2.7561 -3.5691 -0.005 0.001 0.004
H -4.4100 1.6043 -3.0938 0.003 0.006 -0.007
H -3.0687 2.7318 -3.1872 0.018 0.010 -0.005
H -0.9278 2.0696 -1.8194 0.026 0.020 -0.021
H -2.7745 -1.0883 0.1768 0.004 -0.015 -0.001

=====

46
Properties=species:S:1:pos:R:3:forces:R:3 method="wB97M-V/def2-TZVPD" lumo_energy_ha=0.0227 e_tot_ha=-1482.40192 e_homo_ev=-8.68 e_above_lowest_kj_mol=276.4 smiles="COc1ccc([C@@H]2[C@H]3C(=O)N(c4cccc(C(F)(F)F)c4)C(=O)[C@H]3ON2C)cc1" fmax_ev_per_a=0.77
C -7.2968 -0.9675 0.1121 -0.169 0.093 0.103
O -6.1890 -1.5403 -0.5401 0.255 -0.107 -0.141
C -4.9844 -0.9172 -0.4498 0.201 0.008 -0.037
C -4.7452 0.2634 0.2467 -0.354 -0.156 0.027
C -3.4724 0.8061 0.2696 0.185 -0.085 -0.118
C -2.4250 0.1965 -0.4039 -0.035 0.127 -0.092
C -1.0409 0.7792 -0.3556 0.218 -0.133 0.132
C -0.2715 0.3908 0.9326 -0.060 0.264 -0.109
C 0.8072 -0.6297 0.6535 -0.185 0.231 0.044
O 0.6595 -1.7595 0.2802 -0.109 -0.189 -0.060
N 2.0386 -0.0171 0.8694 0.261 -0.234 -0.058
C 3.2763 -0.6788 0.6715 0.380 -0.197 -0.047
C 3.4455 -1.9855 1.1128 -0.047 0.142 0.003
C 4.6547 -2.6268 0.9105 0.071 0.030 -0.001
C 5.6992 -1.9736 0.2810 -0.053 0.147 -0.046
C 5.5186 -0.6676 -0.1554 -0.006 0.010 -0.070
C 6.6610 0.0489 -0.8216 0.258 0.086 -0.059
F 7.5075 0.5914 0.0732 -0.019 0.015 0.210
F 6.2609 1.0478 -1.6191 -0.263 0.118 -0.032
F 7.4042 -0.7716 -1.5834 -0.033 -0.254 -0.026
C 4.3127 -0.0103 0.0331 0.040 -0.136 0.002
C 1.9515 1.3018 1.2997 -0.462 0.165 0.069
O 2.8790 1.9895 1.6084 0.125 0.218 0.041
C 0.4680 1.6770 1.3102 -0.262 -0.136 0.364
O 0.2200 2.6013 0.2800 0.084 0.095 -0.755
N -1.0760 2.2369 -0.2682 -0.029 -0.241 0.708
C -1.2287 2.9012 -1.5364 0.289 0.170 0.006
C -2.6649 -0.9847 -1.0968 -0.091 0.100 0.058
C -3.9268 -1.5368 -1.1190 -0.229 -0.025 0.063
H -8.1358 -1.6289 -0.0979 0.030 0.081 0.044
H -7.5192 0.0319 -0.2753 0.018 -0.031 0.026
H -7.1424 -0.9129 1.1945 0.001 0.013 -0.042
H -5.5381 0.7680 0.7755 -0.102 0.020 0.034
H -3.2879 1.7239 0.8061 -0.012 0.100 0.052
H -0.4646 0.4407 -1.2363 -0.057 0.098 0.099
H -0.9560 0.0288 1.7001 0.095 -0.001 -0.045
H 2.6330 -2.4977 1.6020 -0.055 -0.027 0.022
H 4.7843 -3.6420 1.2510 -0.002 -0.100 0.032
H 6.6445 -2.4688 0.1221 0.071 -0.049 -0.019
H 4.1845 1.0045 -0.3082 -0.014 0.044 -0.022
H 0.1806 2.0919 2.2856 0.068 -0.108 -0.131
H -0.4668 2.6022 -2.2676 0.023 -0.030 0.010
H -1.1621 3.9731 -1.3660 -0.065 0.034 -0.094
H -2.2172 2.6519 -1.9172 -0.031 0.009 -0.003
H -1.8547 -1.4781 -1.6122 0.099 -0.060 -0.075
H -4.1246 -2.4532 -1.6513 -0.026 -0.120 -0.072